Entry 1:
{"formula": "C17H31F5P2Pd", "method": "ωB97M-V/def2-TZVPD", "largest_force_ha_per_bohr": 0.057, "s_squared": 2.0060, "relative_energy_kj_mol": 101.7, "lumo_energy_ha": [-0.0070, -0.0099], "total_charge": 0, "homo_lumo_gap_ev": [3.4, 5.7], "total_energy_ha": -1975.9613, "spin_multiplicity": 3, "species": ["P", "P", "C", "C", "H", "H", "H", "H", "C", "H", "H", "H", "C", "H", "H", "H", "C", "H", "H", "H", "C", "H", "H", "H", "Pd", "C", "C", "C", "C", "C", "C", "C", "C", "C", "H", "H", "H", "H", "H", "H", "H", "H", "H", "H", "H", "H", "H", "H", "H", "F", "C", "F", "C", "F", "F", "F"], "coordinates": [[-2.623, 1.045, 0.257], [-0.463, -1.563, -1.908], [-2.682, 0.252, -1.412], [-2.290, -1.205, -1.745], [-2.116, 0.939, -2.055], [-3.734, 0.382, -1.683], [-2.778, -1.938, -1.086], [-2.691, -1.462, -2.737], [0.324, -0.539, -3.159], [1.418, -0.698, -3.123], [0.152, 0.548, -3.043], [-0.013, -0.800, -4.174], [-0.487, -3.316, -2.447], [-0.951, -3.439, -3.436], [-1.041, -3.934, -1.725], [0.549, -3.680, -2.491], [-3.104, 2.733, -0.112], [-2.890, 3.396, 0.724], [-4.188, 2.708, -0.285], [-2.607, 3.083, -1.026], [-4.087, 0.411, 1.154], [-4.079, -0.692, 1.187], [-4.981, 0.762, 0.604], [-4.100, 0.802, 2.186], [3.517, 2.258, 0.321], [0.382, -1.729, -0.325], [0.557, -0.430, 0.461], [0.324, 0.885, -0.220], [-0.175, 1.874, 0.843], [-1.301, 1.043, 1.535], [-0.626, -0.334, 1.658], [-1.400, -1.610, 1.438], [-0.291, -2.526, 0.858], [2.648, 1.883, 2.053], [1.314, -2.212, -0.614], [1.534, -0.498, 1.005], [-0.565, 0.624, -0.816], [1.038, 1.373, -0.862], [0.636, 2.072, 1.543], [-0.490, 2.836, 0.420], [-1.703, 1.491, 2.461], [0.070, -0.308, 2.520], [-2.221, -1.402, 0.699], [-1.860, -1.932, 2.360], [0.508, -2.577, 1.620], [-0.653, -3.532, 0.689], [1.675, 1.259, 2.112], [2.613, 2.805, 2.643], [3.470, 1.210, 2.478], [6.193, 2.078, -0.306], [5.253, 1.151, 0.112], [4.986, 0.362, -0.991], [5.843, 0.243, 1.205], [6.371, 0.968, 2.225], [4.947, -0.624, 1.682], [6.869, -0.496, 0.729]]}

=====

Entry 2:
{"formula": "C17H31GeO10SSeTi", "method": "ωB97M-V/def2-TZVPD", "largest_force_ha_per_bohr": 0.049, "s_squared": 0.7530, "relative_energy_kj_mol": 0.0, "lumo_energy_ha": [-0.0042, -0.0272], "total_charge": 0, "homo_lumo_gap_ev": [7.7, 7.1], "total_energy_ha": -7144.7353, "spin_multiplicity": 2, "species": ["Ti", "O", "C", "O", "C", "C", "C", "C", "C", "O", "C", "C", "O", "O", "H", "H", "H", "H", "H", "H", "H", "H", "C", "Ge", "C", "C", "C", "Se", "C", "H", "H", "H", "H", "H", "H", "H", "H", "H", "H", "H", "H", "H", "H", "C", "S", "C", "O", "H", "H", "H", "H", "H", "H", "O", "O", "C", "O", "C", "O", "H", "H", "H"], "coordinates": [[-2.300, -0.038, 1.514], [-1.685, -2.755, 4.269], [-1.941, -1.638, 3.866], [-2.691, -1.356, 2.845], [-1.462, -0.413, 4.713], [-2.595, 0.622, 4.591], [-2.451, 1.814, 5.500], [-1.297, 2.624, 4.803], [-0.982, 1.704, 3.615], [-2.318, 1.186, 3.305], [-0.263, 0.492, 4.130], [0.434, -0.254, 3.004], [1.579, -0.679, 3.137], [-0.265, -0.376, 1.928], [-1.290, -0.849, 5.663], [-3.657, 0.203, 4.604], [-3.362, 2.463, 5.510], [-2.137, 1.671, 6.579], [-1.692, 3.563, 4.434], [-0.454, 2.779, 5.450], [-0.571, 2.143, 2.712], [0.436, 0.787, 4.937], [3.183, 0.243, -6.027], [3.616, -0.879, -4.444], [2.911, -2.730, -4.517], [5.478, -0.866, -4.175], [2.728, 0.020, -2.932], [2.924, -0.941, -1.297], [2.186, 0.319, -0.005], [2.960, 1.273, -5.795], [2.349, -0.248, -6.524], [4.079, 0.229, -6.655], [3.426, -3.498, -5.076], [1.895, -2.688, -4.821], [2.842, -3.106, -3.529], [6.063, -0.857, -5.120], [5.838, -1.732, -3.608], [5.712, 0.112, -3.692], [1.652, 0.220, -3.160], [3.221, 1.016, -2.762], [2.853, 1.163, 0.144], [2.077, -0.185, 0.937], [1.215, 0.694, -0.329], [-0.968, 2.147, -2.421], [-2.004, 2.097, -0.963], [-3.457, 1.409, -1.814], [-1.413, 1.098, 0.007], [-1.305, 3.011, -2.993], [-1.011, 1.280, -3.016], [0.085, 2.399, -2.204], [-3.730, 2.133, -2.586], [-4.188, 1.353, -1.028], [-3.305, 0.442, -2.246], [-3.729, -0.328, 0.487], [-3.759, 0.943, 1.155], [-1.055, -3.022, 0.650], [-1.607, -1.795, 0.040], [-1.967, -1.872, -1.200], [-1.973, -2.784, -1.947], [-1.671, -3.187, 1.527], [0.006, -2.759, 0.882], [-1.196, -3.815, -0.054]]}

=====

Entry 3:
{"formula": "C17H31N4O3RuSi", "method": "ωB97M-V/def2-TZVPD", "largest_force_ha_per_bohr": 0.006, "s_squared": 6.0426, "relative_energy_kj_mol": 0.0, "lumo_energy_ha": [-0.3515, -0.4381], "total_charge": 3, "homo_lumo_gap_ev": [8.6, 7.0], "total_energy_ha": -1494.5525, "spin_multiplicity": 5, "species": ["Ru", "C", "N", "C", "C", "O", "C", "O", "C", "C", "O", "N", "C", "C", "H", "H", "H", "H", "H", "H", "H", "H", "H", "H", "H", "H", "H", "H", "H", "H", "C", "C", "C", "C", "C", "C", "N", "N", "Si", "C", "C", "C", "H", "H", "H", "H", "H", "H", "H", "H", "H", "H", "H", "H", "H", "H", "H"], "coordinates": [[0.062, -0.560, -0.048], [-1.370, -0.168, 5.138], [-0.617, -0.819, 4.052], [0.031, -2.083, 4.446], [-0.570, -0.377, 2.832], [0.037, -1.038, 1.914], [-1.245, 0.925, 2.417], [-0.729, 1.343, 1.151], [0.244, 2.390, 1.159], [1.580, 1.853, 0.667], [1.599, 0.643, 0.222], [2.654, 2.574, 0.683], [3.951, 2.057, 0.211], [2.690, 3.966, 1.161], [-0.694, 0.010, 5.971], [-1.811, 0.771, 4.823], [-2.164, -0.841, 5.461], [0.603, -1.899, 5.353], [-0.742, -2.821, 4.657], [0.686, -2.432, 3.657], [-2.316, 0.755, 2.293], [-1.115, 1.714, 3.155], [-0.106, 3.179, 0.490], [0.345, 2.812, 2.160], [3.889, 0.994, 0.017], [4.230, 2.595, -0.694], [4.692, 2.252, 0.984], [1.695, 4.364, 1.329], [3.268, 4.009, 2.083], [3.182, 4.572, 0.403], [-1.830, -3.741, 0.873], [-1.784, -3.203, -0.510], [-2.433, -3.882, -1.578], [-2.398, -3.388, -2.874], [-1.712, -2.220, -3.159], [-1.075, -1.571, -2.084], [-1.155, -2.078, -0.785], [-0.308, -0.483, -2.057], [0.158, 0.606, -3.506], [1.202, -0.475, -4.587], [1.097, 1.998, -2.712], [-1.453, 1.168, -4.230], [-1.492, -4.779, 0.873], [-2.862, -3.749, 1.232], [-1.207, -3.160, 1.546], [-2.959, -4.802, -1.358], [-2.902, -3.926, -3.667], [-1.644, -1.827, -4.162], [2.081, -0.857, -4.065], [1.556, 0.112, -5.439], [0.649, -1.326, -4.989], [2.024, 1.661, -2.246], [0.478, 2.527, -1.982], [1.364, 2.724, -3.483], [-2.012, 0.375, -4.727], [-1.236, 1.926, -4.986], [-2.101, 1.629, -3.482]]}

=====

Entry 4:
{"formula": "C17H31N7O2", "method": "ωB97M-V/def2-TZVPD", "largest_force_ha_per_bohr": 0.031, "relative_energy_kj_mol": 0.0, "lumo_energy_ha": 0.0216, "total_charge": 0, "homo_lumo_gap_ev": 8.9, "total_energy_ha": -1200.1179, "smiles": "CCN(CC)[C@H]1CCN(C(=O)CCn2nnnc2CN2CCOCC2)C1", "species": ["C", "H", "H", "H", "C", "N", "C", "C", "C", "N", "C", "O", "C", "C", "N", "C", "N", "N", "N", "C", "N", "C", "C", "H", "O", "C", "C", "H", "H", "H", "H", "H", "H", "H", "H", "H", "H", "H", "H", "H", "C", "H", "H", "H", "H", "H", "H", "H", "C", "C", "H", "H", "H", "H", "H", "H", "H"], "coordinates": [[2.956, 2.062, -2.049], [2.142, 2.671, -1.665], [2.914, 2.063, -3.134], [3.900, 2.511, -1.750], [2.871, 0.647, -1.485], [1.540, 0.075, -1.598], [1.264, -1.046, -0.728], [2.374, -2.071, -0.415], [1.849, -2.780, 0.828], [0.915, -1.841, 1.442], [0.205, -2.246, 2.506], [0.409, -3.321, 3.041], [-0.935, -1.350, 2.991], [-2.239, -1.958, 2.455], [-2.314, -1.840, 1.027], [-2.717, -0.802, 0.248], [-2.522, -1.146, -1.005], [-2.010, -2.370, -0.983], [-1.880, -2.794, 0.203], [-3.213, 0.500, 0.752], [-2.082, 1.414, 0.882], [-2.345, 2.503, 1.809], [-1.080, 3.354, 1.928], [-1.250, 4.204, 2.590], [-0.702, 3.886, 0.684], [-0.474, 2.854, -0.250], [-1.703, 1.964, -0.414], [-1.476, 1.145, -1.098], [-2.530, 2.560, -0.837], [-0.238, 3.344, -1.195], [0.378, 2.238, 0.067], [-0.266, 2.731, 2.333], [-2.600, 2.089, 2.788], [-3.177, 3.139, 1.462], [-3.668, 0.362, 1.737], [-3.978, 0.885, 0.060], [-2.259, -3.024, 2.694], [-3.110, -1.466, 2.898], [-0.833, -0.313, 2.678], [-0.958, -1.402, 4.079], [0.845, -0.610, 0.690], [-0.144, -0.159, 0.691], [1.560, 0.119, 1.092], [2.637, -3.041, 1.538], [1.303, -3.696, 0.581], [2.544, -2.764, -1.236], [3.310, -1.561, -0.191], [0.420, -1.593, -1.160], [1.039, -0.085, -2.951], [1.748, -1.132, -3.815], [1.305, -1.143, -4.807], [1.640, -2.124, -3.383], [2.806, -0.906, -3.914], [1.099, 0.889, -3.440], [-0.021, -0.346, -2.874], [3.639, 0.024, -1.974], [3.112, 0.694, -0.420]]}

=====

What is the formula in the second record?
C17H31GeO10SSeTi